Here is a molecular structure, C25H35MgN3 in a non-equilibrium geometry from the Open Molecules 2025 dataset. Energies are from wB97M-V/def2-TZVPD.

Last column: Löwdin charge in e.
Geometry (Å):
C (-2.175, 1.066, -0.448)  -0.174
C (-0.966, -0.531, -5.033)  -0.237
H (-1.320, 0.393, -0.609)  0.015
H (-2.922, 0.895, -1.242)  0.058
H (-2.615, 0.716, 0.492)  0.070
H (-0.333, -1.422, -5.073)  -0.030
H (-1.989, -0.766, -5.373)  -0.060
H (-0.529, 0.265, -5.643)  -0.041
C (-0.092, -2.143, -1.447)  -0.097
C (0.979, -2.960, -1.075)  -0.016
C (2.281, -2.539, -1.360)  -0.024
C (2.478, -1.290, -1.945)  0.005
H (-1.127, -2.422, -1.247)  0.096
H (0.756, -3.908, -0.592)  0.113
H (3.134, -3.177, -1.131)  0.117
H (3.475, -0.909, -2.153)  0.106
N (0.093, -0.973, -2.076)  0.003
C (1.363, -0.504, -2.295)  -0.215
C (1.469, 0.889, -2.783)  -0.187
N (0.296, 1.571, -2.963)  0.044
C (0.335, 2.894, -3.201)  -0.106
C (2.745, 2.890, -3.253)  -0.033
C (1.538, 3.591, -3.356)  -0.036
H (-0.621, 3.420, -3.238)  0.114
H (1.503, 4.660, -3.562)  0.112
C (2.707, 1.528, -2.963)  -0.001
H (3.616, 0.940, -2.853)  0.111
H (3.703, 3.393, -3.380)  0.119
Mg (-1.353, 0.189, -3.088)  0.820
C (-1.732, 2.519, -0.376)  -0.133
H (-1.865, 3.021, -1.343)  0.044
H (-0.669, 2.577, -0.113)  0.058
H (-2.301, 3.067, 0.385)  0.079
C (1.079, 0.774, 5.277)  -0.070
C (0.973, 0.585, 3.788)  -0.307
C (1.676, 1.440, 2.933)  -0.070
C (1.608, 1.279, 1.540)  -0.313
C (2.400, 2.143, 0.599)  -0.061
C (0.787, 0.295, 1.025)  -0.032
C (-0.069, -0.527, 1.848)  -0.309
C (0.164, -0.412, 3.259)  -0.021
N (-0.999, -1.253, 1.225)  0.034
C (-1.993, -2.111, 1.902)  -0.662
C (-1.312, -3.306, 2.558)  -0.056
C (-2.846, -1.358, 2.916)  -0.057
C (-2.947, -2.644, 0.831)  -0.074
H (2.082, 1.119, 5.557)  0.070
H (0.363, 1.525, 5.644)  0.078
H (0.873, -0.164, 5.805)  0.071
H (2.311, 2.227, 3.343)  0.096
H (1.747, 2.745, -0.054)  0.062
H (3.040, 2.827, 1.166)  0.072
H (3.039, 1.536, -0.060)  0.067
H (0.734, 0.132, -0.059)  0.075
H (-0.344, -1.095, 3.943)  0.076
H (-0.643, -3.002, 3.366)  0.066
H (-2.071, -3.982, 2.968)  0.078
H (-0.718, -3.844, 1.810)  0.071
H (-3.329, -0.492, 2.444)  0.075
H (-3.625, -2.032, 3.293)  0.078
H (-2.264, -1.004, 3.770)  0.061
H (-2.420, -3.231, 0.070)  0.055
H (-3.694, -3.294, 1.303)  0.079
H (-3.463, -1.817, 0.327)  0.072

- charge = 0
- total energy (eV) = -36406.6283
- energy above the lowest of the compared OMol25 structures with the same formula, charge and spin (kJ/mol) = 43.23
- highest occupied orbital energy (alpha / beta) (hartree) = -0.1863 / -0.1863
- LUMO energy (alpha / beta) (eV) = -1.03 / -1.03
- frontier orbital gap (alpha / beta) (eV) = 4.0 / 4.0